[1]
15
Properties=species:S:1:pos:R:3:forces:R:3 method="wB97M-V/def2-TZVPD" multiplicity=2 charge=-1 e_homo_ev="0.548 / -3.458" energy_ha=-345.70694 de_lowest_kj_mol=107.8 e_lumo_ev="4.124 / 4.001" s_squared=0.753 orbital_gap_ev="3.576 / 7.459"
O 0.956564 -2.224640 0.232478 4.2 -1.3 0.7
C -0.164710 -1.806819 0.033471 -4.4 0.7 -0.5
C -0.898375 -0.798047 0.941510 0.6 -0.8 -0.9
C -0.280922 0.575543 0.721530 0.8 1.5 1.6
C -0.055219 0.903412 -0.821590 -0.3 -0.6 1.1
C 1.418234 1.085432 -0.866559 -0.7 -1.8 -1.7
O 1.906841 2.163921 -0.685732 1.1 0.7 0.2
H -0.717412 -2.033039 -0.951650 0.3 0.2 1.0
H -1.871159 -0.870254 0.500581 -1.1 0.4 0.1
H -0.946300 -0.999186 2.043415 0.1 -0.2 -0.7
H -0.890953 1.435062 1.080282 0.1 -0.5 0.2
H 0.664752 0.593670 1.478530 -1.6 0.2 -2.4
H -0.535832 0.078049 -1.357289 1.0 -0.3 -0.1
H -0.569786 1.774639 -1.214320 0.0 0.7 0.7
H 1.984274 0.122253 -1.134660 -0.1 1.1 0.7

[2]
51
Properties=species:S:1:pos:R:3:forces:R:3 method="wB97M-V/def2-TZVPD" multiplicity=1 charge=-1 e_homo_ev=-3.708 energy_ha=-4780.33390 e_lumo_ev=2.330 orbital_gap_ev=6.039
Br -0.735770 1.573203 0.147252 0.2 -0.1 0.1
C -1.336036 -0.278456 0.090830 1.6 -0.7 1.4
S -2.919630 -0.222945 1.206441 -0.4 -1.5 0.0
C -4.184107 1.142273 1.161392 -0.9 0.5 -0.5
C -4.270134 2.039467 2.235903 0.5 0.1 0.2
C -5.393762 2.830741 2.481137 0.4 -0.3 -0.4
C -6.461083 2.749856 1.602752 -0.3 0.0 -0.2
C -6.406133 1.916910 0.489353 0.6 -0.1 0.2
C -5.262395 1.131429 0.280843 0.2 -0.2 -0.4
O -3.562015 -1.502309 0.913713 0.2 1.3 0.0
O -2.533705 0.028322 2.581847 1.1 -0.5 -0.4
H -0.609110 -1.077440 0.637933 -2.8 3.1 0.5
H -3.440058 2.151742 2.905090 0.3 -0.3 0.2
H -5.418712 3.502673 3.346004 0.1 -0.3 -0.4
H -7.335673 3.360820 1.773268 -0.1 0.0 0.0
H -7.240501 1.880271 -0.208400 0.3 0.0 0.1
H -5.167355 0.512466 -0.597047 -0.2 -0.2 -0.2
C 5.380883 0.664398 2.941026 0.4 0.4 0.0
C 4.320860 -0.142715 2.277582 -0.7 -0.6 0.1
C 4.596743 -1.422245 1.781718 0.1 0.0 0.2
C 3.611827 -2.197447 1.197600 -0.6 -0.1 -0.7
C 2.319514 -1.667061 1.061449 0.2 -0.7 0.3
S 1.045092 -2.538125 0.140784 0.4 2.6 -3.1
O 1.704614 -3.590516 -0.552501 0.2 -0.8 0.3
O -0.189614 -2.696304 0.824421 -0.2 -1.3 1.3
N 0.564880 -1.358532 -1.060190 2.1 -1.4 2.1
C 1.472095 -0.766208 -1.971023 0.0 -0.8 -1.4
C 2.716622 -1.261683 -2.392570 -0.1 0.2 1.2
C 3.224182 -0.893714 -3.629338 0.7 0.1 0.0
C 2.481442 -0.035099 -4.437418 1.2 -0.1 0.0
C 1.280988 0.478238 -3.995265 0.2 1.1 -1.2
C 0.724530 0.086536 -2.810986 -1.1 -1.5 0.9
C -0.669256 -0.075702 -2.419905 -0.4 1.2 -1.2
N -1.794644 0.400032 -3.021689 1.0 -0.3 -1.0
O -1.648389 1.268823 -3.945025 -0.5 -0.6 0.9
O -2.917604 -0.116148 -2.725404 0.7 0.8 0.2
C -0.795172 -0.986198 -1.318185 -3.2 -1.0 1.3
C 2.019304 -0.454526 1.643127 -1.3 0.1 -0.6
C 3.000886 0.320018 2.198926 0.8 0.3 0.6
H 4.989361 1.625472 3.265442 0.0 0.1 0.0
H 5.832162 0.193231 3.817800 -0.2 -0.2 -0.1
H 6.190097 0.844806 2.233529 0.1 0.1 0.0
H 5.600520 -1.834970 1.877338 -0.2 0.1 0.0
H 3.826196 -3.187831 0.795975 0.0 0.3 0.1
H 3.293841 -1.896306 -1.721925 -0.2 -0.1 -0.3
H 4.240716 -1.232530 -3.935087 -1.0 0.2 0.2
H 2.937951 0.229066 -5.394688 -0.5 0.2 0.2
H 0.730298 1.180457 -4.585742 -0.3 0.1 -0.5
H -1.538034 -1.863554 -1.418401 1.2 1.1 -0.2
H 0.984967 -0.101722 1.606603 0.4 0.1 0.0
H 2.738312 1.289031 2.623736 0.1 -0.2 -0.1

[3]
8
Properties=species:S:1:pos:R:3:forces:R:3 method="wB97M-V/def2-TZVPD" multiplicity=1 charge=0 e_homo_ev="-9.387 / -9.390" smiles="OC(F)(F)F.O=S" energy_ha=-886.91817 de_lowest_kj_mol=121.4 e_lumo_ev="-1.592 / -1.587" orbital_gap_ev="7.795 / 7.802"
O -1.618524 -1.059627 -0.500851 1.3 -2.4 -0.4
C -1.479961 0.154685 -0.021059 -0.2 2.1 0.4
F -0.260096 0.695621 -0.129066 0.9 -0.5 -0.1
F -1.797178 0.174699 1.252414 -0.1 -0.1 2.0
F -2.277663 1.079527 -0.584890 -0.4 -1.0 -0.8
H -0.994163 -1.730403 -0.033742 -1.5 1.9 -1.1
O 4.670742 -0.233589 -0.052693 0.1 -0.1 0.0
S 3.756840 0.919084 0.069888 -0.1 0.1 0.0